Density functional theory data (the ωB97M-V functional and the def2-TZVPD basis) for 9 unconnected molecules or ions with the total composition C48H52BN2O5S2 in a non-equilibrium geometry.

XYZ file:
```
110
Properties=species:S:1:pos:R:3:forces:R:3
N 4.645772 0.641186 7.750721 0.350 0.149 0.057
B 4.581842 1.309514 6.465803 -0.244 -0.310 0.151
O 5.503085 1.100705 5.480213 0.129 -0.538 -0.909
S 3.265872 2.604737 6.071964 -0.180 0.264 0.733
O 3.232842 2.802303 4.653902 -0.200 -0.259 -1.627
O 3.750159 3.742115 6.801804 0.475 0.986 0.933
N 1.836898 2.179846 6.652909 1.083 -0.517 -0.324
S 1.567216 0.653589 6.386675 -1.415 0.902 0.031
O 1.663439 -0.138827 7.567103 0.949 -1.080 1.132
O 0.318400 0.479062 5.719955 -1.251 -0.277 -1.251
H 4.425602 -0.349119 7.640838 -0.270 0.183 0.355
H 5.622459 0.693689 8.045516 -0.098 -0.284 -0.002
H 5.340360 0.265413 4.996287 0.372 0.661 0.317
H 2.480108 0.211011 5.472164 0.348 0.097 0.182
C 0.183796 -3.274286 4.929389 -0.019 -0.039 -0.062
C -0.228042 -4.542500 4.542955 0.006 0.017 -0.024
C -0.514786 -5.501933 5.504182 -0.022 -0.036 -0.004
C -0.394222 -5.186778 6.850424 0.034 -0.045 0.038
C 0.016383 -3.916563 7.234088 0.009 -0.056 0.017
C 0.309518 -2.958343 6.274590 0.029 0.090 0.010
H 0.406099 -2.522509 4.183327 -0.011 0.040 0.022
H -0.328500 -4.783870 3.491645 0.004 -0.006 -0.007
H -0.834094 -6.492713 5.204628 -0.007 -0.005 -0.002
H -0.623759 -5.932085 7.602889 0.004 -0.009 0.004
H 0.107186 -3.668850 8.284045 0.014 0.011 0.010
H 0.631647 -1.968912 6.571040 -0.069 -0.022 0.050
C 2.324553 -0.410633 2.421178 -0.122 0.031 0.127
C 3.505452 0.320879 2.382209 0.021 0.199 0.053
C 4.649563 -0.246698 1.837394 0.010 -0.029 -0.027
C 4.610199 -1.537260 1.324172 0.022 -0.008 -0.012
C 3.428550 -2.264306 1.362712 0.011 -0.044 -0.025
C 2.286015 -1.702820 1.916688 0.037 0.019 -0.021
H 1.434170 0.034779 2.850917 0.013 0.000 0.044
H 3.527953 1.331889 2.777775 -0.016 -0.077 0.081
H 5.572685 0.319237 1.811148 0.009 0.003 0.019
H 5.502475 -1.977008 0.895085 0.010 -0.015 0.004
H 3.398627 -3.270149 0.963355 0.002 -0.015 0.000
H 1.366072 -2.272538 1.953642 -0.010 -0.010 -0.011
C 1.322455 0.892275 -0.789671 0.077 -0.007 0.001
C 1.701255 1.797591 -1.770717 0.001 0.002 -0.022
C 0.826507 2.113450 -2.800956 0.015 0.039 -0.016
C -0.430953 1.528908 -2.844424 -0.046 0.027 -0.049
C -0.811124 0.625606 -1.861899 -0.065 -0.020 -0.013
C 0.067108 0.304562 -0.837101 -0.016 -0.017 0.012
H 2.003608 0.642969 0.012616 0.013 0.006 0.003
H 2.680175 2.257773 -1.731129 0.012 0.000 0.007
H 1.123556 2.815757 -3.570315 -0.003 0.005 -0.009
H -1.116824 1.778108 -3.645745 -0.010 -0.018 -0.008
H -1.793999 0.171834 -1.896411 -0.011 -0.001 -0.012
H -0.226140 -0.402676 -0.071669 0.007 0.008 0.022
C -3.903127 -4.336144 7.493664 0.045 0.010 -0.003
C -4.611969 -5.514480 7.310506 -0.001 -0.030 0.004
C -5.976457 -5.552365 7.560815 -0.012 -0.029 -0.011
C -6.634219 -4.407808 7.987743 -0.030 -0.001 0.007
C -5.926085 -3.228051 8.168005 -0.013 0.019 0.016
C -4.560547 -3.192835 7.924247 -0.011 0.032 0.015
H -2.839288 -4.308147 7.300426 0.001 0.022 -0.030
H -4.098164 -6.405243 6.971275 0.013 -0.004 -0.003
H -6.527917 -6.473906 7.422354 -0.007 -0.005 -0.010
H -7.699492 -4.435167 8.179401 -0.009 0.001 0.003
H -6.439263 -2.334279 8.498905 -0.004 0.010 0.006
H -4.006448 -2.274413 8.067592 0.012 0.008 -0.018
C 8.963912 0.184494 -0.619941 0.005 -0.018 -0.008
C 10.080111 0.987291 -0.435632 0.035 -0.009 -0.014
C 9.938901 2.258899 0.101099 0.022 0.014 0.003
C 8.682669 2.725462 0.459990 0.012 0.030 0.001
C 7.566669 1.922127 0.277656 -0.051 0.015 0.001
C 7.707123 0.653007 -0.265039 -0.039 -0.040 -0.012
H 9.073144 -0.807192 -1.039909 0.000 -0.010 -0.004
H 11.061311 0.621320 -0.709792 0.010 -0.001 -0.007
H 10.809278 2.886882 0.241384 0.010 0.001 0.013
H 8.572524 3.714965 0.883516 -0.008 0.007 0.013
H 6.586927 2.285762 0.559793 -0.009 0.002 0.006
H 6.834755 0.028148 -0.410270 -0.014 0.004 0.005
C -6.092374 0.874635 -4.740408 -0.024 -0.040 -0.009
C -5.330618 1.918436 -5.244760 -0.015 -0.009 -0.083
C -4.480119 2.620370 -4.404088 0.071 0.078 -0.026
C -4.382868 2.275130 -3.065288 0.059 0.010 0.087
C -5.141222 1.228126 -2.561412 -0.017 -0.023 0.011
C -6.000900 0.530827 -3.398745 0.023 -0.014 0.001
H -6.759464 0.326909 -5.393799 -0.019 -0.002 0.003
H -5.399133 2.184898 -6.292520 -0.018 0.010 -0.004
H -3.887867 3.439532 -4.791830 -0.022 0.022 -0.015
H -3.711214 2.821307 -2.415344 0.003 -0.013 0.024
H -5.061241 0.955749 -1.517203 -0.004 0.006 0.014
H -6.596327 -0.283280 -3.006436 -0.002 -0.011 0.003
C -6.153393 -0.273440 -8.705937 -0.002 0.006 0.028
C -6.844488 -0.436890 -9.897509 -0.036 0.003 -0.001
C -6.186479 -0.277737 -11.108317 -0.012 -0.011 -0.027
C -4.835611 0.037240 -11.127239 0.013 0.006 -0.029
C -4.144138 0.197309 -9.935386 0.027 0.019 0.000
C -4.803276 0.045680 -8.724145 0.034 0.009 0.051
H -6.666820 -0.395557 -7.761187 -0.002 -0.007 0.011
H -7.897050 -0.688192 -9.882423 -0.013 0.005 0.001
H -6.726721 -0.399873 -12.038136 -0.004 -0.009 -0.009
H -4.321276 0.157451 -12.071863 0.006 0.004 -0.008
H -3.089576 0.440625 -9.950792 0.012 0.000 -0.001
H -4.264915 0.175027 -7.793516 -0.003 -0.014 0.013
C -0.382802 3.959486 -8.618289 0.003 0.001 -0.031
C 0.199719 4.994690 -7.901195 0.013 0.021 -0.017
C -0.069824 5.140289 -6.548073 0.018 0.024 0.012
C -0.916859 4.245795 -5.910060 -0.018 0.003 0.047
C -1.496909 3.209454 -6.626926 -0.037 -0.065 0.031
C -1.232704 3.067428 -7.981144 0.000 -0.008 -0.020
H -0.173744 3.847870 -9.674407 0.005 0.000 -0.010
H 0.865084 5.689055 -8.397600 0.003 0.011 -0.006
H 0.381169 5.950249 -5.989803 0.013 0.001 0.009
H -1.123536 4.355731 -4.852466 0.006 -0.006 0.010
H -2.154485 2.509308 -6.127567 0.000 -0.022 -0.006
H -1.689588 2.260625 -8.539888 -0.003 -0.010 0.000
```
Forces are in eV/Å.

Computed properties:
* molar mass: 811.90 g/mol
* electronic energy: -3167.2769 Eh
* charge: -1

Results of the Löwdin charge analysis, in e, for atoms 1 through 5: N 0.1386; B -0.6789; O 0.1093; S 0.4721; O -0.3446